# 1
16
Properties=species:S:1:pos:R:3 method="wB97M-V/def2-TZVPD" multiplicity=1 smiles=OCC1CCC1 fmax_ev_per_a=0.40 relative_energy_kcal_mol=25.2 total_charge=0 gap_ev=10.99
O 2.67084 0.13390 0.03587
C 1.49505 -0.49882 0.52692
C 0.29442 -0.17185 -0.33185
C -1.01231 -0.94229 -0.04221
C -1.78927 0.34385 -0.36160
C -0.48669 1.14473 -0.13102
H 3.00332 0.74361 0.70120
H 1.65069 -1.58427 0.51579
H 1.30004 -0.21216 1.57180
H 0.58717 -0.28445 -1.38232
H -1.07888 -1.20761 1.02140
H -1.20446 -1.84150 -0.63527
H -2.09770 0.37381 -1.41095
H -2.65160 0.58459 0.26468
H -0.41463 1.49391 0.90690
H -0.26818 1.98106 -0.80137

***

# 2
139
Properties=species:S:1:pos:R:3 method="wB97M-V/def2-TZVPD" multiplicity=1 fmax_ev_per_a=6.49 relative_energy_kcal_mol=89.2 total_charge=-1 gap_ev=8.70
O -1.74810 0.28713 2.48915
C -1.17244 0.33789 1.41175
O -0.23340 1.20940 1.06359
B 0.42288 0.73910 -0.15614
O -0.41644 -0.32672 -0.71515
C -1.33460 -0.60594 0.14227
O -2.38740 -1.32665 0.02566
O 1.83253 0.24641 0.11434
C 2.69860 0.81736 -0.68148
O 3.88623 0.63745 -0.87862
C 1.90035 1.92924 -1.46633
O 0.67589 1.85829 -1.12595
O 2.35647 2.72761 -2.25012
O -2.14838 -2.34577 8.61570
H -2.44001 -1.44585 8.46968
H -2.66729 -2.86839 8.00429
O -0.41914 -2.38730 -5.91696
H -0.99526 -2.01775 -5.24782
H -0.34910 -1.70004 -6.57952
C 8.10597 0.48896 -8.70211
C 8.68307 0.63672 -7.29368
O 10.03952 1.00666 -7.29209
O 8.59190 -0.67054 -9.31755
H 8.18235 1.41065 -9.27898
H 7.02372 0.45378 -8.57720
H 8.66914 -0.29532 -6.72871
H 8.18134 1.37721 -6.67073
H 10.49885 0.25118 -7.66607
H 9.52156 -0.58376 -9.54070
C -1.56294 -7.87670 -2.19822
C -0.04103 -7.70266 -2.10381
O 0.45889 -6.51126 -1.48046
O -2.12351 -8.08413 -0.89581
H -1.81966 -8.71375 -2.84749
H -2.06419 -7.00535 -2.61964
H 0.34563 -7.66394 -3.12219
H 0.34628 -8.50715 -1.47862
H -0.09239 -5.80109 -1.81709
H -2.02551 -9.00176 -0.63133
C 6.63756 -5.81040 1.37490
C 7.41002 -5.84512 0.03622
O 8.20118 -6.94224 -0.23262
O 5.67319 -6.91782 1.24127
H 6.17677 -4.85902 1.64070
H 7.29642 -6.12120 2.18570
H 8.08112 -4.99290 -0.07082
H 6.70308 -5.70207 -0.78103
H 7.64707 -7.59691 -0.66388
H 5.02750 -6.76410 0.54770
C -9.57077 -8.12480 -0.43733
C -10.00762 -8.15961 -1.87255
O -11.18611 -9.03550 -2.09085
O -9.22761 -9.40492 0.08803
H -10.34826 -7.68332 0.18614
H -8.73801 -7.46283 -0.19980
H -9.19501 -8.53377 -2.49526
H -10.28982 -7.20565 -2.31800
H -11.98892 -8.58710 -1.81509
H -8.54205 -9.28362 0.74900
C 3.95823 7.55750 -10.34125
C 2.91564 6.48017 -10.18100
O 2.90370 5.55027 -11.26240
O 4.23611 7.80706 -11.68557
H 4.89528 7.23034 -9.89068
H 3.66769 8.46441 -9.81096
H 1.96309 6.96541 -9.96824
H 3.22722 5.91475 -9.30276
H 3.15294 6.10420 -12.00580
H 4.93507 8.46507 -11.69516
C -3.26392 5.24101 -5.23056
C -4.26836 4.72458 -4.09583
O -5.39366 4.09680 -4.64922
O -3.74008 6.27284 -6.10063
H -2.74333 4.45221 -5.77358
H -2.41240 5.64716 -4.68461
H -4.59355 5.55526 -3.46947
H -3.74533 4.05870 -3.40943
H -5.07244 3.45746 -5.28928
H -4.58352 6.00047 -6.46945
C -7.59336 4.93213 5.57289
C -7.35532 4.28155 6.96288
O -8.39180 4.73082 7.81313
O -6.38165 4.77947 4.81186
H -7.80997 5.99134 5.71168
H -8.37919 4.40942 5.02762
H -6.45817 4.81501 7.27698
H -7.04673 3.23835 7.03078
H -8.65914 5.58295 7.46098
H -6.18934 3.83896 4.81943
C -8.98822 -3.95836 6.08207
C -10.17518 -3.98896 6.99924
O -11.39341 -4.15421 6.23865
O -7.73231 -4.07523 6.70270
H -9.02581 -3.12509 5.38040
H -9.08666 -4.76735 5.35823
H -10.24038 -3.10388 7.63208
H -10.08042 -4.90252 7.58621
H -11.61829 -3.28406 5.90121
H -7.08872 -4.40859 6.07320
C 4.97917 -0.22063 6.62182
C 5.38845 -0.44037 8.12475
O 5.46153 -1.84074 8.43316
O 4.83206 1.12089 6.27372
H 4.14513 -0.80972 6.24047
H 5.82981 -0.65607 6.09749
H 4.58529 0.04182 8.68200
H 6.34346 0.02606 8.36663
H 6.24516 -2.13489 7.96304
H 3.99116 1.39487 6.64709
C 1.04303 8.24892 1.24388
C -0.16469 8.06300 2.19340
O -1.34382 8.59126 1.67424
O 1.67087 9.54447 1.33521
H 0.73762 8.00485 0.22640
H 1.77268 7.50750 1.56945
H 0.00733 8.54034 3.15811
H -0.51185 7.05102 2.40192
H -2.08124 8.07656 2.01025
H 1.10109 10.23863 0.99594
C -0.29400 -7.14333 5.45823
C -0.33208 -7.97959 6.69613
O -0.69218 -9.31163 6.50508
O -1.64512 -6.80926 5.14643
H 0.16394 -7.66046 4.61503
H 0.23944 -6.21975 5.68308
H -1.05220 -7.57505 7.40740
H 0.65381 -7.97518 7.16097
H -0.90001 -9.79044 7.31077
H -1.62868 -6.74975 4.18841
C 7.96493 8.57830 -2.48809
C 8.53727 9.86595 -1.86292
O 7.82053 10.51368 -0.79980
O 6.76879 8.77194 -3.24677
H 7.70497 7.84967 -1.72021
H 8.64753 8.09362 -3.18612
H 8.80313 10.63151 -2.59185
H 9.49803 9.51997 -1.48171
H 6.89700 10.29783 -0.94843
H 6.32822 7.92647 -3.35925